Entry 1:
Here is a cluster of 2 separate species, C3H2F2 in total from OMol25. Energies are from the ωB97M-V functional and the def2-TZVPD basis.

Each line ends with the natural charge from an NBO analysis.
CARTESIAN COORDINATES (ANGSTROEM)
F: -1.96049 -0.56923 -0.41835  -0.27
F: 0.34013 1.81115 0.19384  -0.33
C: 0.33084 0.54628 -0.21577  0.33
C: 0.26061 -0.46372 0.86548  -0.27
C: -0.72169 -0.39128 0.00194  0.38
H: 1.00711 0.08581 -2.08106  -0.07
H: 0.74350 -1.01902 1.65393  0.24

Forces on atoms 1 to 6 (eV/Å):
F 0.74 -0.64 0.51
F 0.19 1.09 -0.89
C 0.35 -2.32 -1.48
C 0.01 -1.40 -0.78
C -0.70 1.98 -0.21
H -0.62 1.06 2.82

Computed properties:
E_HOMO (spin up / spin down) = -9.58 / -9.18 eV

---

Entry 2:
Here is an isolated molecule of C3H2F2N2O from OMol25. Energies are from the ωB97M-V functional and the def2-TZVPD basis.

Each line ends with the natural charge from an NBO analysis.
CARTESIAN COORDINATES (ANGSTROEM)
F: -0.78597 -0.24273 -2.52459  -0.29
F: 1.28814 1.75399 -1.50579  -0.29
O: -0.45535 -1.01181 1.97395  -0.50
N: -0.85316 -0.80279 -0.31185  -0.33
N: -0.22700 -0.39976 0.76740  0.14
C: 0.56233 0.87883 -0.79662  0.22
C: 0.61974 0.61924 0.56530  -0.13
C: -0.36873 -0.04283 -1.27568  0.44
H: -1.00755 -1.80757 1.74424  0.50
H: 1.22756 1.05542 1.36366  0.24

Forces on atoms 1 to 6 (eV/Å):
F 0.21 0.25 0.30
F -0.32 -0.20 0.36
O -0.60 -0.69 -0.23
N -0.16 -0.39 -0.06
N 0.09 0.35 -0.17
C -0.10 -0.28 -0.07

Computed properties:
E_HOMO = -9.36 eV
SMILES = On1cc(F)c(F)n1

---

Entry 3:
Here is an isolated molecule of C3H2F2N2S from OMol25. Energies are from the ωB97M-V functional and the def2-TZVPD basis.

Each line ends with the natural charge from an NBO analysis.
CARTESIAN COORDINATES (ANGSTROEM)
S: -1.27132 -2.07232 0.99402  -0.16
F: -4.22570 1.45374 0.95837  -0.28
F: -3.37972 -0.74067 -1.52860  -0.30
N: -2.11993 0.04413 0.16720  -0.42
N: 0.12938 -0.44622 -0.50233  -0.76
C: -0.98416 -0.70394 0.14264  0.24
C: -4.48959 0.44979 0.17791  0.40
C: -3.21887 0.01240 -0.44643  0.44
H: 1.06007 -0.97736 -0.34782  0.45
H: 0.08429 0.27288 -1.16322  0.40

Forces on atoms 1 to 6 (eV/Å):
S 0.54 -1.09 0.89
F 0.08 -0.03 -0.06
F -0.26 -0.10 -0.34
N -0.26 2.20 -0.39
N 2.40 -0.47 0.29
C -1.15 -2.59 0.62

Computed properties:
E_HOMO (spin up / spin down) = -8.58 / -8.58 eV

---

Entry 4:
Here is a cluster of 2 separate species, C3H2F2O in total from OMol25. Energies are from the ωB97M-V functional and the def2-TZVPD basis.

Each line ends with the natural charge from an NBO analysis.
CARTESIAN COORDINATES (ANGSTROEM)
F: -2.40118 -0.93017 -0.65540  -0.34
F: 0.58396 -0.31843 1.13175  -0.31
O: 2.23465 1.33757 -1.27774  -0.50
C: 2.62447 1.88891 -0.38068  0.50
C: -0.45106 0.01015 0.46415  0.16
C: -1.24119 -0.99278 0.13672  0.14
H: -0.37133 0.95628 0.12750  0.17
H: -0.97832 -1.95154 0.45371  0.17

Forces on atoms 1 to 6 (eV/Å):
F 1.97 0.24 1.32
F 3.28 -0.89 2.46
O -0.09 -0.12 -0.18
C 0.10 0.12 0.19
C -2.43 -2.19 -1.58
C -2.11 1.16 -1.53

Computed properties:
E_HOMO = -9.97 eV

---

Entry 5:
Here is a cluster of 2 separate species, C3H2F2O in total from OMol25. Energies are from the ωB97M-V functional and the def2-TZVPD basis.

Each line ends with the natural charge from an NBO analysis.
CARTESIAN COORDINATES (ANGSTROEM)
F: -2.04604 0.69582 1.03142  -0.31
F: -1.14464 1.79683 -0.59815  -0.31
O: 0.05125 1.47672 1.28814  -0.69
C: -0.09397 -0.83400 -0.35466  -0.14
C: 0.39842 -1.73127 -0.96423  -0.38
C: -0.87502 1.03659 0.47007  1.09
H: 0.79071 -2.58450 -1.44083  0.23
H: -0.17288 2.32456 1.70972  0.51

Forces on atoms 1 to 6 (eV/Å):
F 1.00 0.23 -0.30
F 0.42 -0.51 0.78
O 0.22 -0.09 0.01
C -1.90 4.81 2.11
C 0.20 -0.64 -0.23
C 0.04 -3.34 -1.93

Computed properties:
E_HOMO = -10.25 eV

---

Entry 6:
Here is a cluster of 2 separate species, C3H2F3NO2S2 in total from OMol25. Energies are from the ωB97M-V functional and the def2-TZVPD basis.

Each line ends with the natural charge from an NBO analysis.
CARTESIAN COORDINATES (ANGSTROEM)
S: 0.89059 -2.38329 -0.64365  1.66
S: -1.16121 -1.27390 1.10311  0.66
F: 0.81053 0.03581 2.32881  -0.29
F: -2.13814 1.48860 -0.53149  -0.34
F: 1.38803 1.64215 -0.51792  -0.30
O: -0.75762 -2.51606 0.17677  -0.87
O: 0.91990 -1.63706 -1.86265  -0.86
N: 1.35652 -1.38611 0.63699  -0.76
C: -0.90770 2.07037 -0.34722  0.11
C: 0.49109 -0.81340 1.33875  0.46
C: 0.15484 1.37522 -0.72043  0.15
H: -1.01235 3.10035 0.18588  0.19
H: -0.03449 0.29732 -1.14696  0.18

Forces on atoms 1 to 6 (eV/Å):
S -0.69 -0.11 2.36
S -0.17 0.53 0.57
F -0.39 -0.59 -1.08
F 0.77 0.40 -0.09
F 2.36 1.16 0.33
O 0.55 -0.47 -1.34

Computed properties:
E_HOMO = -9.71 eV

---

Entry 7:
Here is a structure of composition C3H2F4O from OMol25. Energies are from the ωB97M-V functional and the def2-TZVPD basis.

Each line ends with the natural charge from an NBO analysis.
CARTESIAN COORDINATES (ANGSTROEM)
F: 1.73754 -1.63701 0.12197  -0.39
F: -1.12012 1.33873 -0.95937  -0.29
F: 0.48033 1.58443 1.02371  -0.33
F: 2.15034 0.09039 -0.98633  -0.32
O: -1.77406 -0.68852 -0.37320  -0.66
C: 1.92686 -0.27403 0.21802  0.59
C: 0.08231 0.29822 0.71603  -0.05
C: -0.99051 0.30557 -0.15692  0.71
H: -2.54427 -0.67985 -1.08206  0.54
H: 0.05158 -0.33793 1.47815  0.20

Forces on atoms 1 to 6 (eV/Å):
F 0.29 0.63 -0.03
F -0.36 0.22 -0.30
F -0.07 -0.34 0.01
F 0.31 0.48 -1.59
O -2.96 -2.00 -1.62
C -0.30 -1.68 1.07

Computed properties:
E_HOMO (spin up / spin down) = -8.46 / -8.47 eV

---

Entry 8:
Here is a cluster of 2 separate species, C3H2F5O2S in total from OMol25. Energies are from the ωB97M-V functional and the def2-TZVPD basis.

Each line ends with the natural charge from an NBO analysis.
CARTESIAN COORDINATES (ANGSTROEM)
S: 0.80073 1.05205 -0.12337  1.37
F: -0.96080 -1.95931 1.95349  -0.34
F: -2.15915 -1.58588 -0.44635  -0.38
F: -0.27993 -1.75879 -1.60310  -0.47
F: 1.02985 -1.62524 1.18566  -0.33
F: 0.03447 -3.38798 0.60541  -0.39
O: 0.54302 1.09852 1.34818  -0.93
O: 1.66179 2.54353 -0.53643  -0.71
C: -0.86923 -1.20390 -0.30860  0.19
C: 0.32485 2.74753 -0.85098  -0.22
C: -0.20318 -2.00303 0.84058  0.87
H: 0.17502 2.74483 -1.91834  0.18
H: -0.09743 3.33767 -0.14615  0.18

Forces on atoms 1 to 6 (eV/Å):
S -1.30 1.91 1.55
F -0.02 0.16 -0.22
F -0.74 -0.50 0.44
F -0.29 0.45 1.86
F 0.09 0.86 -0.27
F -0.84 0.70 -0.01

Computed properties:
E_HOMO = -3.57 eV
charge = -1

---

Entry 9:
Here is a structure of composition C3H2FHoO2 from OMol25. Energies are from the ωB97M-V functional and the def2-TZVPD basis.

Each line ends with the natural charge from an NBO analysis.
CARTESIAN COORDINATES (ANGSTROEM)
Ho: 3.11137 0.14187 0.19107  2.17
F: 1.05450 -1.06687 0.06360  -0.40
O: 1.39668 1.47240 0.05184  -0.87
O: -0.79151 1.90473 -0.15220  -0.15
C: -1.29584 -0.91885 -0.01300  -0.23
C: -0.13088 -0.31682 0.16517  0.20
C: 0.14831 1.16317 0.08546  0.71
H: -2.06620 -0.39817 -0.57898  0.28
H: -1.42642 -1.98146 0.18705  0.27

Forces on atoms 1 to 6 (eV/Å):
Ho -0.62 0.34 -0.11
F 0.69 0.23 1.12
O 0.51 -0.13 0.61
O 0.09 0.18 0.43
C 0.33 -0.50 -0.48
C -1.17 0.42 -0.83

Computed properties:
multiplicity = 5
E_HOMO (spin up / spin down) = -19.16 / -17.15 eV
expectation value of S² = 6.0295
charge = +2

---

Entry 10:
Here is a cluster of 2 separate species, C3H2FIN2 in total from OMol25. Energies are from the ωB97M-V functional and the def2-TZVPD basis.

Each line ends with the natural charge from an NBO analysis.
CARTESIAN COORDINATES (ANGSTROEM)
I: 2.38163 -1.64785 1.81562  0.23
F: -2.21156 1.33554 0.51402  -0.26
N: -0.73751 -1.69254 -0.80884  -0.41
N: 0.33269 -1.58015 -0.26665  -0.04
C: 1.46695 -1.32182 0.04660  -0.11
C: 0.05456 1.88195 -0.28865  -0.38
C: -1.03222 1.69828 0.15594  0.40
H: 1.05238 2.13188 -0.50752  0.25
H: -1.30692 -0.80528 -0.66052  0.34

Forces on atoms 1 to 6 (eV/Å):
I 0.17 -0.11 0.48
F 0.10 0.27 0.06
N -2.41 0.54 -0.49
N 1.97 1.08 0.58
C -0.49 -0.31 -0.46
C 0.14 0.20 0.29

Computed properties:
E_HOMO = -8.81 eV

---

Computed ΔE to the lowest compared entry with this formula, charge and spin (eV) in order:
4.8239 1.6834 3.7769 1.2755 3.8957 0.4353 3.9367 2.6062 0.0000 5.6408
Computed calculated total energy (Ha) in order:
-314.99100 -499.90442 -822.79645 -390.41380 -390.31751 -1416.60282 -590.05156 -1163.44642 -1313.10634 -622.36403